66
Properties=species:S:1:pos:R:3:forces:R:3 method="wB97M-V/def2-TZVPD" energy_ha=-1712.20913 homo_lumo_gap_ha=0.294
Sr -2.6467 -1.1000 1.4014 1.205 0.489 0.161
O -0.2227 -0.2850 1.5864 -1.844 -1.319 -0.027
C 0.0493 0.2360 0.3304 -0.427 2.674 0.923
C -0.3987 -0.6310 -0.7976 -0.054 -1.932 0.945
O -0.3037 -0.1680 -2.0596 0.859 0.819 -0.270
H 1.1303 0.5430 0.3394 -0.787 -0.310 -0.751
H -0.5667 1.1780 0.3254 0.702 -0.169 -0.704
H -1.4327 -0.9820 -0.6806 -0.621 0.393 0.618
H 0.0793 -1.6110 -0.6716 0.764 0.044 -0.066
O -0.0527 2.5550 -1.7916 -0.512 0.985 0.548
H 0.5633 2.6510 -2.5056 0.465 0.131 -0.555
H -0.1677 1.6110 -1.6896 -0.120 -0.731 -0.395
O 3.4043 -1.3830 -0.1666 -0.488 -2.567 1.361
H 3.0323 -0.7640 -0.7316 -1.678 1.773 -2.280
H 4.2363 -1.0060 -0.0476 2.476 0.646 0.779
O -3.6557 0.8370 -0.1176 -0.340 -0.818 1.750
H -3.4027 0.9690 -1.0256 0.375 0.092 -1.758
H -4.4017 1.3970 0.0854 -0.170 0.462 -0.071
O 3.5583 1.7360 0.3184 1.208 0.180 0.937
H 3.0013 1.3220 -0.3166 -0.957 -0.552 -1.217
H 3.8373 2.5480 -0.0996 -0.072 0.456 0.069
O -2.6227 0.5720 -2.6216 -1.614 -0.049 -0.020
H -1.7497 0.3220 -2.2606 1.166 0.164 -0.227
H -2.9147 -0.2750 -2.9806 -0.133 0.215 -0.241
O -0.7957 -2.7460 -2.7276 -0.580 -0.540 0.590
H -0.7067 -1.8440 -2.3676 0.172 0.004 -0.802
H -0.0417 -3.2160 -2.3486 -0.212 -0.039 -0.313
O -2.3117 1.4780 2.4514 0.291 -1.632 -0.069
H -2.8137 2.0820 2.9564 -1.389 1.446 0.420
H -1.6097 1.3270 3.0944 1.038 -0.046 -0.317
O 1.3303 -2.1800 1.4234 0.006 -0.718 -0.235
H 2.1583 -1.8970 1.0074 0.073 -0.070 -0.025
H 0.7203 -1.3880 1.4494 0.397 -0.182 0.743
O 0.0813 -0.1580 -4.6716 -0.386 0.170 0.340
H -0.6817 0.0510 -5.2106 -0.036 0.109 -0.445
H -0.3137 -0.1790 -3.7766 0.612 -0.120 -0.388
O 2.0823 -2.1930 -3.2256 -0.142 0.210 0.131
H 2.1883 -3.0370 -2.7916 0.356 -0.375 0.138
H 1.4823 -1.7140 -2.6366 0.163 0.120 -0.387
O -1.1297 -3.1740 0.8804 -2.434 -0.523 0.224
H -1.5287 -3.8150 0.2644 0.910 0.426 0.108
H -0.3027 -2.8000 0.5734 1.287 -0.293 -0.053
O -2.2827 3.5010 -0.1396 -0.689 0.143 0.375
H -2.4357 2.5620 0.0304 0.448 0.313 -0.188
H -1.6717 3.5940 -0.8756 0.240 -0.397 -0.084
O 3.2423 1.0390 2.9014 1.318 0.934 -0.274
H 4.0183 1.5670 3.1924 -0.760 -0.567 0.465
H 3.3443 1.2680 1.9514 -0.346 -0.367 -0.184
O 2.2693 0.4990 -1.8316 -0.346 -0.027 1.041
H 1.3183 0.2520 -1.8916 -0.189 0.083 -0.150
H 2.4863 0.6500 -2.7326 0.674 0.097 -1.361
O -1.7447 -2.1060 3.6754 -1.436 -1.165 -1.042
H -1.4077 -1.2830 3.9844 1.144 0.523 1.219
H -1.6647 -2.8540 4.2934 0.339 0.991 -0.177
O 0.5103 1.7200 2.8924 0.273 -0.307 -0.787
H 1.4533 1.5900 2.6794 0.133 0.305 1.097
H 0.1803 0.9670 2.3024 -0.221 0.230 0.945
O 1.4563 -0.6460 4.6234 -0.324 -0.131 1.009
H 1.7403 0.2680 4.6264 0.070 0.355 0.087
H 1.4163 -0.8190 3.6944 0.047 -0.510 -1.096
O -3.6707 -1.9340 -0.8796 -0.405 0.160 0.568
H -4.2777 -1.3770 -1.3996 0.573 -0.514 0.075
H -3.2147 -2.5850 -1.4226 -0.054 0.099 -0.524
O 1.0863 3.4700 0.7084 -0.024 0.180 -0.965
H 0.5823 2.9660 0.0524 0.079 0.659 -0.455
H 1.1053 2.8220 1.3994 -0.071 -0.111 1.235